Density functional theory data (ωB97M-V with the def2-TZVPD basis set) for a gas-phase ion, C4H8NO3 (charge -1).

The value obtained for the total energy is -437.71114 hartree. Its maximum force is 0.97 eV/A. As for the relative energy (zero: lowest compared OMol25 entry of this formula, charge and spin): 59.2 kcal/mol. The molecular weight is 118.11 g/mol. For the gap between HOMO and LUMO, the calculation gives 0.243 Ha. Its charge is -1.

Structure (XYZ):
```
16
Properties=species:S:1:pos:R:3:forces:R:3:nbo_charge:R:1
O 0.8058 -1.1178 -1.0254 0.23 0.04 -0.14 -0.716
C -0.0054 -0.6335 -0.2289 -0.27 -0.12 0.10 0.640
C 0.4356 -0.3824 1.2000 0.39 -0.05 0.88 -0.520
C 1.3535 0.8560 1.2301 -0.16 -0.09 0.10 -0.053
O 2.7307 0.5120 1.3181 0.32 0.10 -0.26 -0.739
N -1.2234 -0.2118 -0.5390 -0.22 -0.11 -0.18 -0.631
C -1.9578 -0.1992 -1.9310 0.20 0.22 0.36 0.165
O -3.1037 0.4154 -1.8261 -0.13 0.02 0.09 -0.915
H -0.3745 -0.2977 1.9320 -0.23 0.29 -0.36 0.197
H 1.0305 -1.2166 1.5903 0.02 0.00 -0.39 0.222
H 1.1638 1.4438 0.3338 0.02 0.17 -0.12 0.173
H 1.1565 1.5069 2.0870 -0.03 -0.21 0.01 0.163
H 3.0233 0.2279 0.4409 -0.25 -0.09 0.20 0.476
H -1.8465 0.0961 0.1921 0.01 0.11 -0.05 0.382
H -1.9910 -1.2755 -2.1861 0.01 -0.23 -0.15 0.075
H -1.1974 0.2764 -2.5879 0.09 -0.05 -0.10 0.079
```
Forces are in eV/Å.